ORCA calculation (ωB97M-V with the def2-TZVPD basis set) on 2 unconnected molecules or ions with the total composition C2H2NO3 at a distorted geometry.

Cartesian coordinates (Å):
C 2.0976 0.0571 0.6027
C -1.4040 0.3645 -0.4433
N -0.4487 -0.8027 -0.1728
O -2.1200 0.4965 -1.3803
O -0.8524 -1.8284 0.3200
O -1.0978 0.8732 0.6544
H 1.7363 -0.3324 -0.2826
H 2.0890 1.1723 0.7020

Calculated values
Electronic energy, eV: -9733.375
Net charge: -1
Gap between HOMO and LUMO (spin up / spin down), eV: 6.719 / 6.718
LUMO level (spin up / spin down), Eh: 0.119 / 0.118
Spin multiplicity: 1

Which charges does Löwdin predict for the atoms? In e, they are: C 0.125; C -0.757; N -0.056; O 0.037; O -0.069; O -0.025; H -0.169; H -0.087



ORCA calculation (ωB97M-V with the def2-TZVPD basis set) on a molecular structure, C18H17BrN2O4Sc at a distorted geometry.

Cartesian coordinates (Å):
Sc 1.2276 1.6851 1.7431
O 0.5890 -2.0088 4.1072
C -0.6397 -2.3459 3.6283
C -1.2917 -3.4828 4.1010
C -2.5347 -3.8470 3.6205
C -3.1605 -3.0737 2.6527
C -2.5193 -1.9403 2.1882
C -1.2589 -1.5593 2.6539
C -0.6829 -0.2997 2.0525
O 0.5332 0.1638 2.5806
N -0.5035 -0.4962 0.5960
N 0.4332 0.3578 0.0819
C 0.9195 0.1463 -1.0769
C 1.9897 0.9371 -1.6548
Br 2.9836 2.0399 -0.4256
C 2.4176 0.9112 -2.9112
C 1.7430 0.2105 -4.0105
C 2.5238 -0.4473 -4.9630
C 1.9224 -1.1322 -6.0041
C 0.5371 -1.1410 -6.1220
C -0.2437 -0.4544 -5.2025
C 0.3553 0.2205 -4.1519
H 0.8382 -2.6415 4.7888
H -0.8048 -4.0867 4.8600
H -3.0171 -4.7354 4.0075
H -4.1385 -3.3427 2.2776
H -3.0093 -1.3119 1.4516
H -1.4198 0.5006 2.1781
H -0.4167 -1.4586 0.2939
H 0.5737 -0.6965 -1.6748
H 3.3376 1.4335 -3.1531
H 3.6043 -0.4309 -4.8752
H 2.5327 -1.6519 -6.7306
H 0.0686 -1.6664 -6.9438
H -1.3197 -0.4299 -5.3142
H -0.2525 0.8036 -3.4688
C -0.6786 5.5921 2.9718
O -0.6466 4.1392 2.9769
C 0.3118 3.5694 2.2858
O 1.1843 4.1591 1.6502
H -1.5275 5.8645 3.5879
H -0.8036 5.9599 1.9567
H 0.2436 5.9871 3.3897

Calculated values
Electronic energy, eV: -120848.812
Net charge: +1
Gap between HOMO and LUMO, eV: 7.078
LUMO level, Eh: -0.148
Spin multiplicity: 1

Which charges does Löwdin predict for the atoms? In e, they are: Sc 1.098; O 0.065; C -0.250; C -0.014; C -0.068; C -0.077; C -0.039; C -0.106; C -0.361; O -0.239; N 0.034; N -0.071; C -0.141; C -0.560; Br 0.913; C -0.073; C -0.227; C -0.025; C -0.058; C -0.058; C -0.060; C -0.045; H 0.113; H 0.120; H 0.113; H 0.107; H 0.121; H 0.147; H 0.151; H 0.149; H 0.121; H 0.121; H 0.113; H 0.113; H 0.113; H 0.120; C -0.023; O -0.069; C -0.508; O -0.050; H 0.096; H 0.096; H 0.096



ORCA calculation (ωB97M-V with the def2-TZVPD basis set) on H2O in the gas phase.

Cartesian coordinates (Å):
H 0.4632 -0.1969 -0.5741
H -0.2746 -0.1368 0.6957
O -0.1887 0.3337 -0.1216

Calculated values
SMILES: O
Electronic energy, eV: -2079.846
Gap between HOMO and LUMO, eV: 12.770
LUMO level, Eh: 0.040
Spin multiplicity: 1

Which charges does Löwdin predict for the atoms? In e, they are: H 0.027; H 0.018; O -0.045



ORCA calculation (ωB97M-V with the def2-TZVPD basis set) on 2 unconnected molecules or ions with the total composition C3H7ClN3 at a distorted geometry.

Cartesian coordinates (Å):
C -1.1869 0.1673 -0.7097
C -1.8831 -0.4833 2.9337
C -1.5833 0.3620 -2.9873
N -0.5827 -0.9374 0.9304
N -0.9918 -0.9186 1.9871
N -0.7833 -0.0706 -1.9215
Cl -2.5998 1.0651 -0.6480
H -2.7304 0.1146 2.6527
H -1.3305 -0.1286 3.7959
H -2.3034 -1.3359 3.5491
H -1.4887 -0.2060 -3.9693
H -1.4408 1.4216 -3.2027
H -2.6184 0.2893 -2.7298
H 0.0676 -0.5487 -2.2006

Calculated values
Electronic energy, eV: -20206.159
Net charge: +1
Gap between HOMO and LUMO (spin up / spin down), eV: 8.681 / 8.680
LUMO level (spin up / spin down), Eh: -0.165 / -0.165
Spin multiplicity: 1

Which charges does Löwdin predict for the atoms? In e, they are: C -0.532; C -0.033; C -0.162; N 0.219; N -0.004; N -0.071; Cl 0.784; H 0.099; H 0.118; H 0.143; H 0.135; H 0.105; H 0.028; H 0.170